Entry w
The following is a DFT calculation (ωB97M-V/def2-TZVPD) of a structure of composition C4H6N4.

**LUMO**: 0.463 eV
**HOMO-LUMO gap**: 9.11 eV

Each line ends with the Mulliken charge.
Positions of all 14 atoms, in Å:
C1 -0.1819 -0.1335 -2.1824  -0.029
C2 -0.2047 -0.1008 0.2691  0.150
C3 0.1463 1.1189 2.0653  -0.117
C4 0.2828 -0.7896 1.3454  0.116
H1 -0.7229 1.7492 -2.9124  0.237
H2 -0.2680 -0.6974 -3.2541  0.268
H3 0.6317 -1.7634 -1.1203  0.335
H4 0.3707 2.1683 2.5541  0.301
H5 1.2503 -1.5823 1.2849  0.272
H6 -0.6869 -1.3819 1.7108  0.190
N1 -0.4348 1.1255 -1.9850  -0.509
N2 -0.0353 -0.7888 -0.9027  -0.240
N3 -0.6686 1.0358 0.5884  -0.557
N4 0.5215 0.0400 2.5389  -0.418

---

Entry x
The following is a DFT calculation (ωB97M-V/def2-TZVPD) of an isolated molecule of C4H6N4.

**LUMO**: 0.694 eV
**SMILES string**: [H]/N=C1/NN=C[C@H]2N[C@@H]12
**HOMO-LUMO gap**: 9.35 eV

Each line ends with the Mulliken charge.
Positions of all 14 atoms, in Å:
C1 1.3643 0.1408 -0.1866  0.268
C2 -1.4420 1.1276 -0.0531  -0.216
C3 -1.2195 -0.2918 0.2732  0.013
C4 0.1874 -0.9172 0.1341  -0.003
H1 2.2665 -1.3167 0.1040  0.274
H2 1.6814 2.3186 -0.0883  0.303
H3 -2.4499 1.5612 0.1004  0.341
H4 -1.7338 -0.7613 1.2906  0.290
H5 -1.3130 -2.0788 -0.7910  0.231
H6 0.4829 -1.8012 0.6254  0.380
N1 2.5773 -0.1842 -0.0820  -0.703
N2 0.8709 1.5729 -0.2198  0.030
N3 -0.3891 1.8689 -0.3001  -0.605
N4 -0.8835 -1.2386 -0.8067  -0.603

---

Most stable structure - entry x; separation to the second - 8.4 kcal/mol.

---

Entry w
The following is a DFT calculation (ωB97M-V/def2-TZVPD) of a structure of composition C4H6N4.

**LUMO**: -0.152 eV
**HOMO-LUMO gap**: 8.56 eV

Each line ends with the Mulliken charge.
Positions of all 14 atoms, in Å:
C1 -0.7705 -1.3640 -0.1905  0.148
C2 -2.0299 0.5318 0.0823  -0.042
C3 -0.9288 1.3704 0.0443  -0.546
C4 0.4114 0.8501 -0.1066  0.659
H1 1.8795 -1.2064 1.3399  0.309
H2 2.4407 -0.3733 -0.3560  0.458
H3 -0.6517 -2.5035 -0.8299  0.278
H4 -3.0004 0.9445 0.2846  0.397
H5 -1.3642 2.3681 -0.0767  0.296
H6 2.3517 0.6394 -0.2603  0.061
N1 1.6101 -1.2550 0.1330  -1.011
N2 0.4069 -0.6046 -0.0267  0.357
N3 -1.9758 -0.8308 0.0455  -0.571
N4 1.6209 1.4333 -0.0829  -0.793

---

Entry x
The following is a DFT calculation (ωB97M-V/def2-TZVPD) of an isolated molecule of C4H6N4.

**LUMO**: 0.313 eV
**SMILES string**: [H]/N=N/N(C)/C(C#C)=N/[H]
**HOMO-LUMO gap**: 9.46 eV

Each line ends with the Mulliken charge.
Positions of all 14 atoms, in Å:
C1 -1.2876 0.5281 1.5813  -0.820
N1 -0.2782 0.5241 0.5446  0.233
C2 0.5315 -0.5632 0.3766  0.416
N2 -0.6017 1.1756 -0.7488  -0.274
N3 0.3157 1.9310 -1.0773  -0.330
N4 0.8885 -1.4744 1.2097  -0.729
C3 0.7721 -0.8752 -1.0516  -0.740
C4 1.1469 -1.3014 -2.1185  0.391
H1 0.2284 2.3305 -2.0180  0.272
H2 1.4687 -2.1735 0.7369  0.261
H3 -2.1115 1.2082 1.3433  0.311
H4 -1.7085 -0.4691 1.7529  0.317
H5 -0.8322 0.8625 2.5196  0.271
H6 1.4678 -1.7033 -3.0507  0.422

---

Most stable structure - entry x; separation to the second - 10.9 kcal/mol.

---

Entry w
The following is a DFT calculation (ωB97M-V/def2-TZVPD) of a structure of composition C4H6N4.

**LUMO**: 0.522 eV
**HOMO-LUMO gap**: 9.50 eV

Each line ends with the Mulliken charge.
Positions of all 14 atoms, in Å:
C1 0.3756 0.8308 1.1357  -1.008
C2 -0.1539 0.6035 -0.2456  1.460
N1 1.2421 -0.0505 1.5753  -0.117
N2 -0.5080 1.7947 -0.9325  -0.563
C3 0.4492 -1.5208 -1.0608  -0.381
N3 0.5832 -0.2673 -1.0820  -0.440
C4 -1.3859 -0.0034 0.5269  -0.063
N4 -2.3934 -0.5068 0.7788  -0.477
H1 1.5327 -0.0072 2.5388  0.256
H2 1.5566 -0.8686 1.0405  0.212
H3 -1.1922 1.6368 -1.6650  0.261
H4 -0.8012 2.5260 -0.2941  0.288
H5 1.0738 -2.1064 -1.7259  0.286
H6 -0.3786 -2.0607 -0.5903  0.287

---

Entry x
The following is a DFT calculation (ωB97M-V/def2-TZVPD) of a cluster of 2 separate species, C4H6N4 in total.

**LUMO (spin up / spin down)**: -0.508 / -0.059 eV
**HOMO-LUMO gap (spin up / spin down)**: 7.44 / 7.61 eV

Each line ends with the Mulliken charge.
Positions of all 14 atoms, in Å:
C1 0.9778 0.0262 2.5572  0.297
C2 1.3242 -1.0238 -0.2749  -0.026
C3 -0.0998 0.3359 1.6167  0.455
C4 0.1350 1.2044 0.5104  -0.300
N1 1.6573 -0.1675 3.4369  -0.454
N2 0.5339 -1.8411 -0.7506  -0.469
N3 -1.0741 -0.4699 1.8378  -0.656
N4 -0.8732 1.6038 -0.2498  -0.434
H1 2.3507 -1.0504 0.1753  0.296
H2 1.0406 1.9099 0.5145  0.318
H3 0.8069 -2.9153 -0.9587  0.252
H4 -2.0239 -0.1913 1.6318  0.211
H5 -0.6485 2.1661 -1.1335  0.265
H6 -1.7660 0.9787 -0.3475  0.248

---

Entry y
The following is a DFT calculation (ωB97M-V/def2-TZVPD) of a structure of composition C4H6N4.

**LUMO**: 0.604 eV
**HOMO-LUMO gap**: 9.01 eV

Each line ends with the Mulliken charge.
Positions of all 14 atoms, in Å:
C1 -1.2118 -0.0402 -0.0689  -0.313
C2 0.6839 0.7963 -0.0986  0.341
C3 2.1011 0.0688 0.2643  -0.279
C4 0.1207 -0.2956 -0.1980  0.295
H1 -2.0886 -1.5749 -0.7719  0.381
H2 -2.2248 -1.4456 1.0392  0.321
H3 -2.1162 2.0057 0.1151  0.278
H4 2.9399 0.1109 -0.5025  0.245
H5 2.6425 0.4102 1.3057  0.189
H6 1.4176 -1.3951 -1.0339  0.342
N1 -2.3742 -0.8775 0.1400  -0.657
N2 -1.2502 1.3532 -0.0174  0.217
N3 -0.0029 1.8859 -0.1094  -0.837
N4 1.3630 -1.0022 -0.0635  -0.525

---

Most stable structure - entry w; separation to the second - 39.6 kcal/mol.

---

Entry w
The following is a DFT calculation (ωB97M-V/def2-TZVPD) of a cluster of 2 separate species, C2H4NO3S in total.

**LUMO**: 3.786 eV
**Total charge**: -1
**HOMO-LUMO gap**: 8.39 eV

Each line ends with the Mulliken charge.
Positions of all 11 atoms, in Å:
C1 0.7010 -0.9513 1.7454  0.227
C2 0.3736 -1.2052 0.3867  -0.699
N1 -0.2977 1.3369 -0.3109  -0.599
O1 -0.9881 0.9517 -2.7130  -0.540
O2 -1.3506 3.2616 -1.7828  -0.531
O3 1.8264 -0.9387 2.2626  -0.584
S1 -0.9259 1.8610 -1.5635  0.701
H1 -0.2391 -0.6280 2.2321  0.254
H2 0.0253 -0.0845 -0.1504  0.290
H3 -0.3970 -2.0392 0.0942  0.244
H4 1.2722 -1.5642 -0.2004  0.239

---

Entry x
The following is a DFT calculation (ωB97M-V/def2-TZVPD) of a cluster of 2 separate species, C2H4NO3S in total.

**LUMO**: 3.833 eV
**Total charge**: -1
**HOMO-LUMO gap**: 9.21 eV

Each line ends with the Mulliken charge.
Positions of all 11 atoms, in Å:
C1 -1.7972 -0.3623 0.5928  -0.301
C2 -0.7708 0.6257 0.1747  0.397
N1 -1.9318 0.8162 -0.2792  -0.513
O1 2.1079 1.3764 -0.3032  -0.750
O2 2.2661 -0.9104 -1.0394  -0.554
O3 3.4248 -0.1795 1.0689  -0.627
S1 2.8903 0.1124 -0.2622  0.934
H1 -1.9768 -1.3041 0.1896  0.201
H2 -2.1658 -0.4124 1.5697  0.187
H3 3.9898 0.5004 -0.8470  -0.010
H4 0.3395 0.9603 0.1692  0.035

---

Most stable structure - entry x; separation to the second - 14.7 kcal/mol.

---

Entry w
The following is a DFT calculation (ωB97M-V/def2-TZVPD) of an isolated molecule of C3H4ClNO.

**LUMO (spin up / spin down)**: -1.267 / -1.675 eV
**HOMO-LUMO gap (spin up / spin down)**: 7.89 / 7.13 eV

Each line ends with the Mulliken charge.
Positions of all 10 atoms, in Å:
C1 -0.4832 1.0768 2.3804  0.592
C2 0.6657 -0.7900 -1.1218  -0.804
C3 -0.4503 0.1424 -0.9276  -0.037
N1 -1.1438 0.1165 2.1571  -0.602
O1 0.3477 1.8398 2.6331  -0.451
Cl1 -1.6556 -0.1989 0.0995  0.104
H1 1.2115 -0.5852 -2.1108  0.273
H2 1.5189 -0.9016 -0.4727  0.299
H3 0.4016 -1.9016 -1.3551  0.282
H4 -0.4125 1.2018 -1.2820  0.344

---

Entry x
The following is a DFT calculation (ωB97M-V/def2-TZVPD) of an isolated molecule of C3H4ClNO.

**LUMO**: 0.767 eV
**SMILES string**: ClC1=CCNO1
**HOMO-LUMO gap**: 9.32 eV

Each line ends with the Mulliken charge.
Positions of all 10 atoms, in Å:
C1 1.0014 -0.7134 0.0709  -0.372
C2 2.1122 -0.0565 0.1160  0.265
C3 -0.2058 0.1789 0.2922  -0.272
N1 0.2564 1.4597 -0.1537  -0.263
O1 1.5932 1.6120 0.1276  -0.369
Cl1 3.7304 -0.1904 -0.0704  -0.136
H1 1.0308 -1.7933 0.3180  0.310
H2 -0.9509 -0.0681 -0.3862  0.374
H3 -0.2609 0.0714 1.4454  0.213
H4 0.1596 1.7127 -1.1760  0.251

---

Most stable structure - entry w; separation to the second - 4.2 kcal/mol.

---

Entry w
The following is a DFT calculation (ωB97M-V/def2-TZVPD) of a cluster of 3 separate species, C5H16N2O2 in total.

**LUMO**: 0.644 eV
**SMILES string**: C=NCC[C@@H](C)N.O.O
**HOMO-LUMO gap**: 10.10 eV

Each line ends with the Mulliken charge.
Positions of all 25 atoms, in Å:
C1 2.5052 -0.8204 -0.9446  -1.516
C2 1.0880 -0.5903 -0.4773  0.760
C3 1.0163 -0.7697 1.0411  -0.991
C4 -0.3206 -0.4272 1.6859  -0.743
C5 -0.4800 1.8678 2.1754  -0.375
N1 -0.6834 0.9405 1.3566  -0.297
N2 0.2003 -1.5721 -1.1026  -0.674
H1 2.6251 -0.6065 -2.0037  0.384
H2 2.8544 -1.8449 -0.8110  0.353
H3 3.2119 -0.1707 -0.4207  0.355
H4 0.7837 0.4239 -0.7389  0.292
H5 1.2554 -1.8213 1.2215  0.387
H6 1.8100 -0.1684 1.4933  0.354
H7 -1.0996 -1.0828 1.3091  0.321
H8 -0.2403 -0.5325 2.7723  0.442
H9 0.0045 1.6954 3.1392  0.268
H10 -0.7446 2.8877 1.9041  0.278
H11 0.0432 -1.3846 -2.0836  0.255
H12 -0.6838 -1.6628 -0.6225  0.166
H13 -2.7847 -0.2785 -0.6246  0.293
H14 -2.6905 0.7568 0.4906  0.336
O1 -3.1270 0.5778 -0.3545  -0.634
H15 -1.0412 0.9634 -3.0687  0.280
H16 -2.1187 1.7614 -2.3586  0.353
O2 -1.3835 1.8581 -2.9779  -0.645

---

Entry x
The following is a DFT calculation (ωB97M-V/def2-TZVPD) of a cluster of 2 separate species, C5H16N2O2 in total.

**LUMO**: 0.541 eV
**SMILES string**: CN[C@H](CN)CCO.O
**HOMO-LUMO gap**: 8.67 eV

Each line ends with the Mulliken charge.
Positions of all 25 atoms, in Å:
C1 -1.0225 0.5024 1.8564  -0.963
N1 0.0542 -0.3924 1.2040  -0.265
C2 0.2219 -0.2303 -0.1867  0.349
C3 1.6365 0.2832 -0.3453  -0.955
C4 1.8567 1.6219 0.1411  -0.330
O1 3.1056 1.7731 0.6270  -0.542
C5 0.2300 -1.8274 -0.8395  -0.945
N2 -1.1542 -2.2092 -0.4139  -0.439
H1 -0.7564 0.9093 2.8243  0.373
H2 -2.0152 0.1382 1.7925  0.369
H3 -1.1816 1.5275 1.2884  0.257
H4 -0.0653 -1.4247 1.4279  0.370
H5 -0.4299 0.5494 -0.6680  0.224
H6 2.1664 0.0722 -1.3330  0.276
H7 2.4585 -0.2047 0.2316  0.373
H8 1.5893 2.5122 -0.3713  0.305
H9 1.3733 1.6631 1.2026  0.114
H10 3.7280 1.7179 -0.1437  0.300
H11 0.3888 -1.6934 -1.9192  0.355
H12 1.0007 -2.2762 -0.2933  0.470
H13 -1.8591 -1.4612 -0.5648  0.094
H14 -1.4975 -3.0973 -0.7119  0.214
H15 -3.0886 1.2534 -1.8270  0.308
H16 -3.7377 0.0214 -1.2570  0.293
O2 -3.0017 0.2717 -1.7211  -0.607

---

Most stable structure - entry w; separation to the second - 60.9 kcal/mol.